(1)
{
  "formula": "C22H21AlAsN2O3",
  "method": "ωB97M-V with the def2-TZVPD basis set",
  "symbols": ["Al", "N", "C", "C", "O", "N", "C", "C", "O", "O", "H", "H", "H", "H", "H", "H", "C", "C", "C", "C", "C", "C", "As", "C", "C", "C", "C", "C", "C", "C", "C", "C", "C", "C", "C", "H", "H", "H", "H", "H", "H", "H", "H", "H", "H", "H", "H", "H", "H", "H"],
  "xyz": [[-0.5679, 1.4864, 1.2166], [-0.6144, 3.1680, 0.1078], [-2.0611, 3.6054, 0.2269], [-2.5170, 3.3550, 1.6750], [-3.2364, 4.1286, 2.2594], [-1.9567, 2.2026, 2.1264], [-1.9083, 1.8395, 3.5392], [-0.5758, 1.1116, 3.8047], [-0.2274, 0.7468, 4.8822], [0.1750, 0.9046, 2.6768], [-0.0452, 3.8616, 0.5925], [-0.3045, 3.1854, -0.8597], [-2.6550, 2.9876, -0.4454], [-2.1853, 4.6475, -0.0449], [-2.7225, 1.1749, 3.8320], [-1.9688, 2.7202, 4.1776], [-1.2582, -4.5564, 1.2281], [-0.9304, -3.5711, 2.1519], [-0.5306, -2.3174, 1.7136], [-0.4560, -2.0706, 0.3428], [-0.7907, -3.0462, -0.5874], [-1.1923, -4.2949, -0.1349], [0.1400, -0.3539, -0.2404], [2.0548, -0.2759, -0.0730], [2.6775, -0.9433, 0.9759], [4.0511, -0.8261, 1.1321], [4.7896, -0.0392, 0.2562], [4.1595, 0.6386, -0.7791], [2.7863, 0.5263, -0.9454], [-0.2368, -0.1803, -2.1009], [-1.3253, 0.5908, -2.5011], [-1.6350, 0.7016, -3.8494], [-0.8585, 0.0373, -4.7896], [0.2204, -0.7416, -4.3882], [0.5361, -0.8551, -3.0425], [-1.5716, -5.5336, 1.5733], [-0.9883, -3.7752, 3.2141], [-0.2760, -1.5494, 2.4346], [-0.7457, -2.8442, -1.6492], [-1.4558, -5.0637, -0.8510], [2.1088, -1.5529, 1.6655], [4.5432, -1.3485, 1.9429], [5.8614, 0.0488, 0.3831], [4.7358, 1.2510, -1.4615], [2.3003, 1.0466, -1.7591], [-1.9517, 1.0827, -1.7653], [-2.4835, 1.2956, -4.1644], [-1.1000, 0.1209, -5.8416], [0.8166, -1.2645, -5.1253], [1.3764, -1.4617, -2.7318]],
  "largest_force_ev_per_a": 0.289,
  "e_above_lowest_kcal_mol": 4.0,
  "charge": 1,
  "homo_energy_ha": -0.4574
}



(2)
{
  "formula": "C26H28N2O10",
  "method": "ωB97M-V with the def2-TZVPD basis set",
  "symbols": ["C", "C", "N", "C", "C", "C", "C", "N", "C", "C", "C", "C", "C", "O", "O", "C", "C", "C", "H", "H", "H", "H", "H", "H", "H", "H", "H", "H", "H", "H", "H", "H", "H", "H", "H", "H", "H", "H", "O", "C", "C", "C", "O", "C", "O", "C", "C", "O", "H", "H", "H", "H", "O", "C", "C", "C", "O", "C", "O", "C", "C", "O", "H", "H", "H", "H"],
  "xyz": [[5.2429, -1.3772, 2.9256], [5.2166, -0.4787, 2.1123], [5.3171, 0.5447, 1.1121], [4.1670, 1.4928, 1.1660], [3.0634, 1.3164, 0.0515], [2.1990, -0.0221, 0.3191], [2.1446, -1.0210, -0.9120], [2.2931, -2.4242, -0.3802], [1.7212, -2.9818, 0.8102], [2.0953, -4.3840, 1.0768], [2.9827, -4.6724, -0.1245], [3.0574, -3.4754, -0.9838], [5.4733, -0.1336, -0.1686], [5.2771, -1.3428, -0.2082], [5.8814, 0.5126, -1.3289], [6.7755, -0.3437, -2.1105], [8.1165, -0.7180, -1.3527], [8.2120, -2.2517, -0.9011], [5.5171, -2.2933, 3.5092], [3.6477, 1.3237, 2.1648], [4.5289, 2.5650, 1.1659], [2.3254, 2.1738, 0.2041], [3.4226, 1.4146, -1.0121], [1.1259, 0.2945, 0.5334], [2.6043, -0.4675, 1.2697], [2.9152, -0.8001, -1.7007], [1.1188, -1.0100, -1.4053], [1.0561, -2.3419, 1.4578], [1.8172, -5.0564, 1.9311], [3.4816, -5.6600, -0.2985], [3.5911, -3.2962, -1.9554], [6.2387, -1.2392, -2.5426], [7.0750, 0.3023, -2.9987], [8.9598, -0.5591, -2.1056], [8.3572, -0.0206, -0.4875], [9.2429, -2.6949, -1.0316], [7.4117, -2.8232, -1.4629], [7.9108, -2.3066, 0.1945], [-1.1518, -0.6638, 1.8925], [-2.1817, -0.0135, 1.8896], [-2.8926, 0.3427, 3.1190], [-4.0288, 1.0443, 3.0670], [-4.6988, 1.3858, 4.1896], [-4.6126, 1.4844, 1.7649], [-5.6598, 2.1080, 1.7551], [-3.8899, 1.1487, 0.5389], [-2.7524, 0.4506, 0.5897], [-2.0683, 0.1320, -0.5320], [-2.4598, 0.0158, 4.0546], [-5.4816, 1.8847, 3.8847], [-4.3159, 1.4893, -0.3950], [-1.2889, -0.3728, -0.2274], [-6.6234, 1.0068, -1.5058], [-7.6530, 1.6591, -1.5135], [-8.3633, 2.0159, -0.2863], [-9.4991, 2.7172, -0.3370], [-10.1683, 3.0585, 0.7863], [-10.0840, 3.1577, -1.6387], [-11.1309, 3.7798, -1.6449], [-9.3602, 2.8214, -2.8666], [-8.2225, 2.1227, -2.8141], [-7.5378, 1.8036, -3.9350], [-7.9295, 1.6885, 0.6485], [-10.9513, 3.5573, 0.4818], [-9.7847, 3.1613, -3.8015], [-6.7587, 1.2992, -3.6300]],
  "largest_force_ev_per_a": 5.237,
  "charge": 0,
  "homo_energy_ha": -0.2771,
  "smiles": "C#CN(CCCCn1cccc1)C(=O)OCCC.O=C1C=C(O)C(=O)C=C1O.O=C1C=C(O)C(=O)C=C1O"
}



(3)
{
  "formula": "C2HCl2NO3",
  "method": "ωB97M-V with the def2-TZVPD basis set",
  "symbols": ["O", "N", "O", "Cl", "O", "C", "C", "Cl", "H"],
  "xyz": [[-1.8799, 0.6845, 1.1337], [-2.5185, -0.1528, 0.6461], [-3.4595, -0.7345, 0.9643], [-1.7036, -0.9355, -0.7956], [0.5848, 0.7486, -1.7621], [1.3894, 0.4661, -1.0108], [2.2146, -0.0145, -0.1269], [3.4163, 0.8882, 0.7294], [1.9565, -0.9501, 0.2218]],
  "largest_force_ev_per_a": 3.245,
  "e_above_lowest_kcal_mol": 70.8,
  "charge": 0,
  "homo_energy_ha": -0.3356,
  "smiles": "O=[N+]([O-])Cl.O=C=CCl"
}



(4)
{
  "formula": "C2H4N2S2",
  "method": "ωB97M-V with the def2-TZVPD basis set",
  "symbols": ["H", "N", "C", "S", "H", "H", "N", "C", "S", "H"],
  "xyz": [[2.0825, 1.4663, 0.5420], [1.7000, 0.5201, 0.7318], [1.5367, -0.2747, -0.2396], [0.7440, -1.8466, -0.0067], [1.9658, -0.2239, -1.2290], [0.2238, -1.6719, 1.2517], [-1.4469, 0.9206, -0.6248], [-2.4034, 0.2887, -0.2108], [-3.5562, -0.7205, 0.0177], [-0.8464, 1.5419, -0.2323]],
  "largest_force_ev_per_a": 4.437,
  "e_above_lowest_kcal_mol": 40.8,
  "charge": 0,
  "homo_energy_ha": -0.3511,
  "smiles": "[H]/N=C/S.N=C=S"
}



Q: Number 3 is which compound?
A: C2HCl2NO3